No. 1
Formula: C49H63N4O3S4ScSiTe
Source: the OMol25 dataset
Level of theory: ωB97M-V/def2-TZVPD

Last column: Mulliken charge in e.
Positions of all 126 atoms, in Å:
Sc  0.35953  -0.23098  0.09886  -0.444
C  -0.87646  3.44827  -2.55984  -1.621
C  -2.21635  3.66118  -2.34332  -0.695
C  -2.88637  2.82585  -1.46334  -1.017
C  -2.18106  1.82046  -0.81990  0.636
N  -0.89664  1.56124  -1.08152  1.734
C  -0.26530  2.36263  -1.94539  -0.737
C  -2.82110  0.99977  0.23805  -0.052
C  -4.16032  1.15821  0.58351  -0.467
C  -4.71040  0.32467  1.53379  -1.706
C  -3.89373  -0.58569  2.17871  -0.914
C  -2.55237  -0.63324  1.82923  -0.006
N  -2.04916  0.09428  0.83592  1.228
C  -1.61688  -1.55438  2.52541  0.018
C  -1.94190  -2.10022  3.75886  -0.589
C  -1.07790  -3.01389  4.33631  -1.020
C  0.07121  -3.35587  3.65362  -1.079
C  0.33518  -2.73620  2.44017  -1.219
N  -0.47734  -1.83287  1.88904  2.121
H  -0.29824  4.07400  -3.22354  0.586
H  -2.74369  4.46287  -2.84522  0.444
H  -3.93709  2.97984  -1.27397  0.420
H  0.77413  2.15922  -2.13525  0.612
H  -4.77190  1.90549  0.10417  0.502
H  -5.76555  0.38252  1.76932  0.419
H  -4.29665  -1.26472  2.91458  0.567
H  -2.83595  -1.78590  4.27649  0.409
H  -1.30015  -3.44300  5.30559  0.419
H  0.77903  -4.07046  4.05032  0.475
H  1.22738  -2.98118  1.88276  0.638
S  2.29950  1.34487  -0.72503  -0.393
C  3.84765  0.66991  -0.28644  0.420
C  5.01784  1.28208  -0.75182  -0.792
C  6.27010  0.82423  -0.38389  -0.815
C  6.37538  -0.27211  0.47053  -0.791
C  5.22504  -0.88814  0.93155  -0.761
C  3.95296  -0.43661  0.56035  0.726
S  2.53823  -1.25622  1.17514  -0.378
H  4.91730  2.13792  -1.40934  0.404
H  7.15933  1.32354  -0.75202  0.322
H  7.34772  -0.64058  0.77778  0.300
H  5.28902  -1.73970  1.59915  0.407
C  -2.13194  4.36753  5.33348  -1.822
C  -0.82198  4.56452  4.57681  2.009
C  -1.11631  4.93307  3.12330  -1.354
C  0.01500  5.66151  5.23361  -1.699
O  -0.11122  3.34164  4.69507  0.215
Si  0.96601  2.61909  3.64058  -3.231
S  -0.07222  1.65411  2.15970  1.299
O  1.95569  3.85420  3.17517  0.375
C  3.37378  3.94285  3.03965  2.354
C  3.93576  2.67932  2.40968  -1.178
C  3.99158  4.18522  4.41597  -1.758
C  3.63200  5.13498  2.12698  -2.092
O  1.90955  1.67908  4.62134  1.202
C  1.60889  0.69214  5.59306  2.121
C  2.80836  -0.24866  5.61658  -1.893
C  0.35031  -0.08627  5.23560  -0.985
C  1.43331  1.38911  6.94164  -1.882
H  -2.71534  5.29173  5.35547  0.439
H  -1.92266  4.05346  6.35849  0.322
H  -2.71844  3.58550  4.84759  0.253
H  -1.73577  5.83353  3.08622  0.559
H  -1.62954  4.11190  2.62202  0.137
H  -0.18786  5.11457  2.57972  0.164
H  -0.51499  6.61836  5.22379  0.474
H  0.95519  5.76622  4.69111  0.100
H  0.24050  5.38758  6.26685  0.333
H  3.78031  1.81566  3.05709  -0.055
H  5.00494  2.78345  2.20854  0.764
H  3.41744  2.49181  1.47143  -0.137
H  3.72899  3.36145  5.08001  0.088
H  3.61067  5.11564  4.84687  0.356
H  5.07995  4.24702  4.33772  0.461
H  3.20896  4.93756  1.14065  0.338
H  4.70531  5.31000  2.02101  0.421
H  3.16258  6.03304  2.53703  0.390
H  2.93881  -0.69578  4.62822  0.186
H  2.66780  -1.04124  6.35702  0.447
H  3.71382  0.31072  5.86181  0.400
H  0.42827  -0.45195  4.21193  -0.393
H  -0.53244  0.55584  5.28983  0.231
H  0.22704  -0.93127  5.91839  0.726
H  2.36424  1.88154  7.23265  0.394
H  1.15299  0.67067  7.71746  0.412
H  0.65519  2.14834  6.85328  0.126
Te  0.10739  -0.14420  -4.21592  -0.265
C  -0.27282  0.97714  -5.97706  0.129
C  0.22155  0.77552  -7.24450  -0.547
C  -0.19681  1.73927  -8.20663  -0.407
C  -1.02381  2.68694  -7.68141  -0.597
S  -1.28219  2.37676  -6.00882  -0.155
H  0.88190  -0.05234  -7.46373  0.375
H  0.10592  1.72447  -9.24694  0.321
H  -1.48071  3.53269  -8.17179  0.348
C  2.45365  -6.14818  -2.47637  -1.770
C  2.43273  -4.65590  -2.25235  0.487
C  3.48649  -3.86211  -2.67172  -1.043
C  3.42238  -2.48090  -2.47130  0.462
C  4.57147  -1.58630  -2.85528  -1.694
C  2.27738  -1.92127  -1.94539  0.561
C  1.13751  -2.67166  -1.60716  -0.073
C  1.30035  -4.06822  -1.69408  -0.043
N  -0.05180  -2.01836  -1.26339  1.296
C  -1.30577  -2.77187  -1.54437  1.314
C  -2.42349  -1.75103  -1.77764  -0.938
C  -1.26674  -3.60874  -2.84934  -1.757
C  -1.73790  -3.68657  -0.37964  -1.291
H  3.47280  -6.51689  -2.60873  0.414
H  1.88358  -6.41121  -3.37259  0.276
H  1.99905  -6.68194  -1.63774  0.347
H  4.35536  -4.30703  -3.14902  0.300
H  5.14177  -2.01470  -3.68338  0.486
H  5.25075  -1.43724  -2.01046  0.166
H  4.20637  -0.60307  -3.15413  0.252
H  2.24761  -0.84544  -1.83509  0.699
H  0.53549  -4.73023  -1.31703  0.160
H  -2.34116  -1.32473  -2.77804  0.393
H  -2.34702  -0.93980  -1.07267  -0.260
H  -3.40500  -2.22596  -1.66339  0.394
H  -0.57592  -3.16744  -3.56739  0.178
H  -2.26502  -3.59683  -3.29633  0.497
H  -0.99323  -4.65170  -2.69445  0.425
H  -2.04862  -3.09287  0.47745  0.004
H  -0.92476  -4.33594  -0.05510  0.070
H  -2.58213  -4.31413  -0.68609  0.561

Computed properties:
Maximum force, eV Å⁻¹: 0.703
Kohn-Sham gap, eV: 4.512
LUMO, Eh: 0.1324
Net charge: -2

No. 2
Formula: C49H63N8O7PSiZr
Source: the OMol25 dataset
Level of theory: ωB97M-V/def2-TZVPD

Last column: Mulliken charge in e.
Positions of all 130 atoms, in Å:
Zr  0.54427  0.34120  0.66485  -0.647
C  -0.49887  0.76445  5.44894  -1.429
Si  -0.45472  -0.38384  3.97075  0.794
C  -2.18370  -0.38253  3.25915  -0.341
C  -0.12160  -2.14391  4.49125  -1.123
N  0.68452  0.21480  2.74174  1.142
C  2.03736  0.34448  3.15465  0.283
C  2.49373  0.11387  4.45655  -0.729
C  3.79624  0.38931  4.83459  -1.275
C  4.69251  0.93304  3.92819  -0.941
C  4.28225  1.15195  2.62384  -0.740
C  2.99667  0.81602  2.26174  0.731
O  2.53917  1.03531  0.90257  0.017
C  3.58219  0.90827  -0.08274  -0.040
C  4.38752  -0.21429  -0.07047  0.189
C  5.46395  -0.25508  -0.94220  -1.397
C  5.69417  0.79227  -1.82571  -0.717
C  4.85342  1.89609  -1.82899  -1.039
C  3.79463  1.97011  -0.93228  -0.359
H  -1.53245  1.01058  5.70248  0.482
H  0.03846  1.69791  5.26418  0.277
H  -0.05239  0.29975  6.33168  0.477
H  -2.83924  -0.80177  4.02925  0.604
H  -2.28594  -1.00002  2.36590  -0.356
H  -2.53315  0.63077  3.05650  0.172
H  -0.78311  -2.38398  5.32782  0.489
H  0.90532  -2.31036  4.82120  0.333
H  -0.33518  -2.85470  3.69118  0.042
H  1.80884  -0.26339  5.20227  0.384
H  4.10438  0.18867  5.85217  0.465
H  5.69939  1.18868  4.22597  0.478
H  4.96319  1.57457  1.89829  0.591
H  4.20168  -1.01570  0.63318  0.975
H  6.12511  -1.11166  -0.92805  0.579
H  6.53727  0.75258  -2.50262  0.460
H  5.03939  2.72349  -2.50144  0.514
H  3.17947  2.85757  -0.86070  0.688
C  1.80035  -3.57937  -1.32164  -1.935
C  2.41644  -2.25033  -1.78286  2.978
C  3.91933  -2.44447  -2.02210  -2.472
C  1.68869  -1.76106  -3.02638  0.706
C  1.89688  -2.47770  -4.20166  -0.550
C  1.30448  -2.11512  -5.39224  -1.465
C  0.43406  -1.04390  -5.39361  -0.951
C  0.15281  -0.31553  -4.24120  1.238
C  -0.95849  0.72732  -4.42101  2.226
C  -0.58740  1.83069  -5.41963  -1.613
C  -2.24624  0.02675  -4.88366  -1.638
C  0.83091  -0.65327  -3.03762  -1.758
N  0.67471  0.15614  -1.83375  0.847
C  0.82370  1.43531  -2.06787  -1.090
C  0.52252  2.51335  -1.20030  0.640
C  0.55668  3.84883  -1.57652  -1.312
C  0.24369  4.59131  -0.43929  -1.234
C  0.07637  3.69568  0.61909  -0.638
N  0.19838  2.41203  0.16164  1.383
C  -0.10379  4.07868  2.07868  2.390
C  -0.38025  5.57873  2.20305  -2.233
C  -1.25224  3.30518  2.73268  -1.343
C  1.20365  3.76360  2.83112  -1.498
H  2.22756  -3.89737  -0.36750  0.564
H  2.00636  -4.36125  -2.05387  0.594
H  0.71510  -3.50526  -1.21984  0.244
H  2.29535  -1.50965  -0.99410  -0.857
H  4.11066  -3.32075  -2.64027  0.555
H  4.43767  -2.60142  -1.07358  0.548
H  4.35925  -1.58006  -2.52081  0.467
H  2.56278  -3.32855  -4.18479  0.433
H  1.50911  -2.66194  -6.30351  0.437
H  -0.05775  -0.77552  -6.31908  0.336
H  -1.16086  1.23319  -3.47520  -0.811
H  -0.39298  1.41733  -6.40893  0.338
H  0.30941  2.37068  -5.11103  0.318
H  -1.40179  2.55158  -5.51596  0.451
H  -2.14497  -0.33457  -5.90539  0.602
H  -3.09283  0.71817  -4.88762  0.368
H  -2.46733  -0.84847  -4.26489  0.265
H  1.19778  1.74906  -3.03961  0.552
H  0.77149  4.21953  -2.56916  0.647
H  0.16667  5.66294  -0.37227  0.759
H  -1.26898  5.88375  1.64626  0.442
H  0.46835  6.16802  1.85297  0.457
H  -0.53826  5.82434  3.25369  0.461
H  -2.21606  3.63391  2.34445  0.338
H  -1.25562  3.48103  3.81000  0.591
H  -1.14112  2.23238  2.56799  -0.498
H  2.07013  4.13287  2.27992  0.316
H  1.31097  2.68986  2.99015  0.182
H  1.19600  4.24982  3.80848  0.574
O  1.26747  -1.71640  0.95862  -0.784
C  0.09865  -2.14074  0.76416  1.189
O  -0.78896  -1.28399  0.38441  0.270
C  -0.29602  -3.53780  0.99212  1.003
C  -1.52305  -3.96436  0.50778  -0.165
C  -1.86720  -5.28990  0.64074  -0.667
C  -1.03343  -6.20985  1.24633  -0.554
C  0.16779  -5.74075  1.74508  -0.606
C  0.56276  -4.42606  1.62629  -0.549
N  1.08337  -6.69649  2.41318  1.116
O  2.06924  -6.22821  2.93867  -0.602
O  0.78315  -7.86499  2.36540  -0.604
N  -3.17046  -5.73205  0.09584  1.069
O  -3.43245  -6.90530  0.17027  -0.589
O  -3.87762  -4.87309  -0.39766  -0.625
H  -2.20187  -3.28189  0.02019  0.435
H  -1.30660  -7.25225  1.33045  0.653
H  1.51759  -4.10680  2.02133  0.758
C  -5.29920  -0.00575  -1.31271  -0.878
N  -4.11067  0.45754  -2.16291  0.266
C  -4.25848  1.96976  -2.40037  -0.718
N  -4.36814  2.66857  -1.17312  0.243
C  -5.49353  2.16637  -0.38628  -1.030
N  -5.35626  0.73806  -0.10409  0.243
C  -4.25675  0.44987  0.81733  -1.456
P  -2.59213  0.99074  0.14548  2.686
C  -2.81672  0.12539  -1.48541  -1.549
C  -3.11524  2.68569  -0.41810  -1.328
H  -5.16856  -1.07057  -1.12432  0.503
H  -6.19362  0.15719  -1.91276  0.360
H  -4.13195  -0.01136  -3.07059  0.428
H  -5.15472  2.09537  -3.00749  0.289
H  -3.38148  2.29356  -2.95717  0.459
H  -6.41674  2.33242  -0.94151  0.332
H  -5.54773  2.71358  0.55229  0.386
H  -4.22127  -0.62031  1.02658  0.532
H  -4.44568  0.95760  1.76282  0.414
H  -2.78891  -0.95115  -1.30916  0.612
H  -1.99322  0.36918  -2.15285  -0.659
H  -2.31863  3.12925  -1.02190  0.475
H  -3.23876  3.31887  0.45596  0.268

Computed properties:
Maximum force, eV Å⁻¹: 1.748
Kohn-Sham gap, eV: 7.368
LUMO, Eh: -0.2035
Net charge: +2

No. 3
Formula: C49H65N3OP2SiTa
Source: the OMol25 dataset
Level of theory: ωB97M-V/def2-TZVPD

Last column: Mulliken charge in e.
Positions of all 122 atoms, in Å:
Ta  0.93259  0.27660  -0.88115  1.107
C  3.16103  -2.83540  0.21090  -1.381
Si  1.34349  -2.30527  -0.04387  0.411
C  0.46049  -2.36058  1.64303  0.894
C  0.11126  -3.63652  2.09081  -0.673
C  -0.31147  -3.86847  3.38714  -0.991
C  -0.39779  -2.80369  4.26868  -1.163
C  -0.11156  -1.52241  3.82958  -0.477
C  0.32398  -1.27228  2.52744  0.166
P  0.76942  0.45433  2.03451  -0.324
C  -0.43474  1.51095  3.01528  0.549
C  -0.26836  3.02655  2.93269  0.276
C  -1.22917  3.66861  3.94091  -1.105
C  -2.67561  3.29724  3.63071  -0.710
C  -2.84476  1.78254  3.64537  -1.256
C  -1.87201  1.12869  2.66356  -0.240
C  2.49147  0.63150  2.77855  0.570
C  3.26625  1.81117  2.17856  0.623
C  4.51841  2.04808  3.02370  -1.077
C  4.12687  2.65110  4.37379  -0.896
C  2.81175  2.05558  4.89560  -0.321
C  2.54973  0.66622  4.32231  -0.994
C  0.54404  -3.23688  -1.51101  0.978
C  1.01150  -4.51982  -1.79882  -0.500
C  0.60366  -5.21500  -2.92485  -1.215
C  -0.28716  -4.62825  -3.80793  -0.899
C  -0.78718  -3.36540  -3.53187  0.260
C  -0.38865  -2.66327  -2.39668  -0.462
P  -1.17322  -1.05513  -2.00122  -0.629
C  -2.62014  -1.78760  -1.02023  1.104
C  -3.61841  -2.59249  -1.84944  -0.961
C  -4.43675  -3.48365  -0.90637  -0.938
C  -4.82704  -2.75358  0.38733  -0.773
C  -4.76789  -1.24128  0.20353  -1.191
C  -3.32997  -0.78934  -0.09465  0.363
C  -1.50222  -0.22727  -3.67095  0.782
C  -2.90104  -0.34613  -4.28598  -1.659
C  -3.93640  0.51010  -3.56262  0.218
C  -3.52036  1.97364  -3.47806  -1.696
C  -2.14461  2.07567  -2.82498  1.051
C  -1.13181  1.26278  -3.62796  -1.475
H  3.19941  -3.79465  0.72221  0.609
H  3.69296  -2.94920  -0.73011  0.470
H  3.71494  -2.14081  0.83830  0.363
H  0.19058  -4.46911  1.40710  0.518
H  -0.55713  -4.86664  3.71065  0.520
H  -0.68640  -2.96640  5.29619  0.504
H  -0.23203  -0.72106  4.54086  0.402
H  -0.23540  1.23301  4.05773  0.830
H  0.75335  3.32347  3.16574  0.199
H  -0.50359  3.39544  1.93513  -0.216
H  -0.98213  3.32670  4.94721  0.334
H  -1.10742  4.75128  3.92153  0.441
H  -3.33552  3.74813  4.37007  0.466
H  -2.96129  3.69219  2.65331  0.272
H  -2.65831  1.40153  4.65039  0.411
H  -3.86624  1.51389  3.37610  0.395
H  -2.00046  0.04437  2.69917  0.433
H  -2.10534  1.47261  1.65075  -0.240
H  2.97626  -0.29879  2.44963  0.314
H  3.54445  1.58667  1.14809  -0.514
H  2.66745  2.72414  2.17574  0.085
H  5.03505  1.09731  3.16466  0.379
H  5.20846  2.71491  2.50819  0.439
H  4.93171  2.47567  5.08546  0.358
H  4.01878  3.73130  4.27022  0.361
H  2.85821  1.97021  5.97976  0.640
H  1.98213  2.72495  4.67588  -0.243
H  3.37480  0.02347  4.62988  0.676
H  1.65049  0.24445  4.76804  0.253
H  1.70762  -4.99044  -1.12160  0.542
H  0.98177  -6.20674  -3.11393  0.491
H  -0.59872  -5.14951  -4.69956  0.538
H  -1.48183  -2.91830  -4.22714  0.248
H  -2.08495  -2.51260  -0.38664  0.001
H  -4.29388  -1.93543  -2.38931  0.384
H  -3.10860  -3.22932  -2.57160  0.202
H  -5.33113  -3.80013  -1.44173  0.494
H  -3.87284  -4.38451  -0.66357  0.292
H  -5.83454  -3.04514  0.68162  0.499
H  -4.15657  -3.03657  1.20182  0.308
H  -5.44079  -0.94749  -0.60138  0.372
H  -5.11765  -0.74285  1.10768  0.555
H  -3.36086  0.21730  -0.51780  0.022
H  -2.77465  -0.73661  0.84387  -0.478
H  -0.78335  -0.72859  -4.33579  0.863
H  -2.82129  -0.00728  -5.32263  0.703
H  -3.23025  -1.38452  -4.31292  0.356
H  -4.88932  0.42524  -4.08358  0.441
H  -4.07733  0.13665  -2.54750  -0.326
H  -3.47909  2.41935  -4.47245  0.407
H  -4.26451  2.52499  -2.90094  0.483
H  -1.83041  3.12061  -2.77715  0.412
H  -2.20474  1.67856  -1.79799  -0.702
H  -1.14119  1.63149  -4.65722  0.724
H  -0.11019  1.41866  -3.24348  0.439
O  4.21008  2.80725  -1.58384  -0.575
C  3.12152  2.39498  -1.25681  0.363
N  2.81719  1.05775  -1.08598  0.361
C  3.96222  0.19948  -1.34417  -1.339
C  3.71459  -0.71125  -2.51195  0.589
C  4.78343  -1.28448  -3.19333  -1.052
C  4.52137  -2.14264  -4.24695  -0.608
C  3.19972  -2.37741  -4.60302  -1.255
C  2.20100  -1.73540  -3.89590  -0.262
N  2.44497  -0.93799  -2.85279  0.517
C  1.99292  3.34012  -0.99015  0.474
C  2.21035  4.70561  -1.13339  -0.902
C  1.15519  5.57358  -0.90087  -0.863
C  -0.07970  5.04470  -0.55461  -1.118
C  -0.20590  3.66845  -0.43304  -1.056
N  0.80934  2.83079  -0.63260  0.619
H  4.83593  0.82411  -1.57227  0.870
H  4.17765  -0.40066  -0.45332  0.086
H  5.79560  -1.06036  -2.89453  0.574
H  5.32955  -2.60476  -4.79536  0.481
H  2.94602  -3.04189  -5.41420  0.548
H  1.16725  -1.86490  -4.17137  0.688
H  3.19427  5.04857  -1.42419  0.661
H  1.30308  6.63706  -0.99332  0.493
H  -0.92642  5.68429  -0.36371  0.607
H  -1.15730  3.21752  -0.18062  1.023

Computed properties:
Maximum force, eV Å⁻¹: 2.335
Kohn-Sham gap, eV: 6.272
LUMO, Eh: -0.3799
Net charge: +3

Summary of highest occupied orbital energy in eV
-0.9 -12.9 -16.6
(order as listed above)